No. 1
Below is a cluster of 2 separate species, C4H12O2S2 in total at a distorted geometry, with properties calculated with ωB97M-V/def2-TZVPD.

```
20
Properties=species:S:1:pos:R:3:forces:R:3:nbo_charge:R:1
C -0.6894 -0.7801 -1.9111 2.107 -1.017 -0.237 -0.7691
S -1.0678 -1.8903 -0.4938 -1.857 0.705 -0.873 0.0900
S 0.0464 -1.5235 1.0865 2.342 -0.695 0.072 0.0931
C -0.2956 -0.0859 2.0788 -0.732 0.345 0.832 -0.5649
C -0.4621 1.3064 1.4652 -0.952 -1.085 -1.728 -0.4452
C 0.4906 1.5857 0.2190 -0.653 0.376 3.623 -0.1173
O -0.2414 2.2871 -0.7587 0.604 0.084 0.382 -0.7067
H -0.4769 0.2758 -1.7952 -0.944 0.170 0.536 0.2424
H 0.2653 -1.1475 -2.3267 -0.273 -0.103 0.015 0.2115
H -1.4298 -1.0138 -2.6595 -0.484 0.226 -0.050 0.2357
H -1.1714 -0.3811 2.6831 0.378 0.628 0.051 0.2286
H 0.6038 -0.0794 2.7217 -0.383 -0.228 -0.085 0.2296
H -0.3824 2.0052 2.2924 -0.052 0.421 -0.194 0.2138
H -1.4790 1.3323 0.9918 0.586 0.194 0.716 0.2154
H 1.2922 2.2080 0.7206 -0.092 -0.811 -1.380 0.1781
H 0.7418 0.5691 -0.0535 0.685 0.257 -0.786 0.1916
H -0.5270 3.0240 -0.2086 -0.462 0.490 -0.758 0.4709
O 2.8682 1.7657 -1.6893 -1.299 -0.942 -0.162 -0.9208
H 2.5336 1.2848 -0.9157 0.734 0.338 0.257 0.4608
H 2.1198 1.5055 -2.2670 0.746 0.646 -0.231 0.4624
```
Positions in Å, forces in eV/Å.

Output
SMILES = CSSCCCO.O
Highest occupied orbital energy = -8.52 eV
LUMO energy = 0.65 eV
Orbital gap = 9.2 eV



No. 2
Below is a structure of composition C4H12O2Si at a distorted geometry, with properties calculated with ωB97M-V/def2-TZVPD.

```
19
Properties=species:S:1:pos:R:3:forces:R:3:nbo_charge:R:1
C -3.1558 0.2509 -0.2218 -0.595 0.283 1.336 -0.2386
C 1.7425 1.4909 0.5661 -1.047 0.093 -0.274 -1.1210
C 1.4926 -0.5604 -1.6288 -2.260 -2.648 -0.564 -1.1512
C 0.4206 -1.2772 1.3491 2.484 2.080 -0.625 -1.0519
O -1.9353 -0.2625 -0.0286 4.755 1.050 -0.346 -0.2581
O -0.7191 0.8717 -0.3547 -5.638 -0.455 -0.083 -0.6880
Si 0.6592 0.1191 -0.1172 2.396 -2.575 2.889 1.8434
H -3.6987 -0.6211 0.0791 -1.035 -0.636 0.051 0.2189
H -3.3905 0.5437 -1.1717 -0.450 0.361 -2.970 0.1711
H -3.4556 1.0579 0.3982 0.054 0.857 1.173 0.1697
H 2.2644 2.0042 -0.2096 0.535 0.319 -0.724 0.2313
H 1.1217 2.2581 1.0477 0.249 -0.390 0.298 0.2458
H 2.4656 1.0423 1.2167 0.410 -0.029 0.654 0.2373
H 1.3549 0.1320 -2.4349 0.228 0.514 -0.524 0.2424
H 2.5176 -0.7750 -1.4402 0.936 -0.016 0.052 0.2411
H 1.0041 -1.5723 -2.0099 0.911 1.965 0.857 0.2402
H 0.3389 -0.8964 2.3783 -0.096 0.411 -0.450 0.2282
H -0.3708 -1.9264 1.2057 -1.672 -1.266 -0.564 0.2245
H 1.3440 -1.8795 1.3765 -0.166 0.080 -0.188 0.2151
```
Positions in Å, forces in eV/Å.

Output
Highest occupied orbital energy = -10.03 eV
LUMO energy = -0.37 eV
Orbital gap = 9.7 eV



No. 3
Below is the molecule C4H12O2Si at a distorted geometry, with properties calculated with ωB97M-V/def2-TZVPD.

```
19
Properties=species:S:1:pos:R:3:forces:R:3:nbo_charge:R:1
C 0.6681 1.4585 2.0919 -0.920 0.565 -2.314 -0.6340
C 1.3664 0.8942 0.8074 0.477 1.387 0.811 -0.0447
O 1.1966 -0.4379 0.5500 -3.306 -3.085 -1.937 -0.8589
Si -0.2583 -1.0484 -0.5899 2.610 1.892 0.402 2.0438
C 0.1190 -0.5251 -2.4142 3.020 0.861 1.839 -1.1402
C -1.9184 -0.3348 -0.1078 0.847 1.960 1.510 -1.1814
O -0.2426 -2.6948 -0.3790 0.063 1.034 -0.434 -1.0820
H -0.4907 1.5196 1.7664 2.603 0.268 1.508 0.1910
H 0.8475 0.7311 2.8854 -0.249 0.362 0.192 0.2140
H 1.2100 2.4716 2.2647 -1.505 -1.567 0.086 0.2142
H 2.4518 1.0722 0.9666 -0.380 -0.036 -0.416 0.1575
H 1.0134 1.4506 -0.0586 0.235 0.682 -0.135 0.1388
H -0.6622 -0.0401 -2.9107 -1.540 0.380 -0.677 0.2343
H 0.9965 0.2452 -2.5074 -1.415 -1.278 0.657 0.2510
H 0.5036 -1.3544 -2.9687 -0.063 -0.717 -0.493 0.2479
H -2.5821 -0.0914 -0.9173 -0.210 -0.386 -0.618 0.2507
H -2.3349 -1.1010 0.5317 -0.555 0.080 0.323 0.2456
H -1.8663 0.6855 0.4641 0.119 -2.020 -0.760 0.2495
H -0.0173 -2.9005 0.5253 0.169 -0.384 0.457 0.5030
```
Positions in Å, forces in eV/Å.

Output
SMILES = CCO[Si](C)(C)O
Highest occupied orbital energy = -9.49 eV
LUMO energy = 0.73 eV
Orbital gap = 10.2 eV



No. 4
Below is a cluster of 4 separate species, C4H12O3 in total at a distorted geometry, with properties calculated with ωB97M-V/def2-TZVPD.

```
19
Properties=species:S:1:pos:R:3:forces:R:3:lowdin_spin:R:1
C -3.1372 0.2969 0.7780 0.196 -0.642 0.821 0.2947
C -2.5176 0.5421 -0.4251 1.125 0.168 0.014 0.1167
C -1.1650 0.1761 -0.6699 -0.022 0.419 -1.139 0.1405
C -0.3819 0.6508 -1.7293 -0.186 0.421 -0.089 0.2903
H -2.5176 -0.3384 1.4156 -0.396 0.146 0.381 0.0243
H -4.0903 0.6199 1.1775 -0.063 0.043 -0.450 0.0386
H -2.9752 1.1233 -1.2236 -0.121 0.099 0.085 -0.0004
H -0.6123 -0.4972 -0.0202 -0.612 -0.338 0.381 0.0000
H 0.5207 0.1596 -2.0651 0.056 0.059 0.205 0.0351
H -0.6586 1.5716 -2.2424 -0.142 -0.226 -0.230 0.0336
H 1.2581 -1.3719 0.4267 -0.216 -0.006 -0.115 0.0001
H 1.8405 -2.6773 0.8446 -0.193 0.223 0.301 0.0001
O 1.2462 -1.9858 1.1747 0.333 -0.299 -0.235 0.0011
H 3.1978 -0.2253 -1.7090 -0.708 -0.290 0.637 0.0014
H 2.5465 0.1936 -0.3737 -0.212 0.023 -0.021 0.0028
O 2.6008 -0.5454 -1.0007 1.042 0.252 -0.451 0.0111
H 1.4603 0.0017 1.9590 0.344 0.111 -0.243 0.0007
H 1.4317 1.5157 2.0160 -0.122 0.224 -0.217 0.0016
O 1.9533 0.7900 1.6670 -0.102 -0.388 0.367 0.0077
```
Positions in Å, forces in eV/Å.

Output
Net charge = -1
Highest occupied orbital energy (spin up / spin down) = 0.38 / -2.41 eV
LUMO energy (spin up / spin down) = 3.35 / 3.29 eV
Multiplicity = 2
Orbital gap (spin up / spin down) = 3.0 / 5.7 eV
<S²> = 0.7685



No. 5
Below is a cluster of 3 separate species, C4H12O3 in total at a distorted geometry, with properties calculated with ωB97M-V/def2-TZVPD.

```
19
Properties=species:S:1:pos:R:3:forces:R:3:nbo_charge:R:1
C -0.9523 3.7533 -0.2069 -0.352 0.846 -2.194 -0.6567
C -1.0966 2.2764 -0.2701 -0.100 -1.582 -0.323 -0.2963
C -0.1116 1.3368 -0.2190 -2.553 2.275 0.148 0.3145
C -0.4132 -0.1425 -0.1787 2.738 1.392 1.369 -0.6559
O 1.0897 1.9281 -0.0094 3.044 -2.050 0.291 -0.6903
H 0.0399 3.9976 -0.6442 -0.549 0.457 0.730 0.2230
H -1.2660 4.3837 0.6420 0.685 -0.847 0.282 0.2234
H -1.7204 4.0691 -0.9610 0.770 0.224 0.295 0.2041
H -2.0211 1.9877 -0.7583 -0.286 -0.594 0.765 0.1872
H 0.0884 -0.6719 -0.9568 0.010 -0.632 -0.737 0.2131
H -1.4473 -0.2746 -0.0884 -1.395 -0.362 -0.300 0.2380
H 0.0470 -0.4671 0.7802 -0.309 -0.196 -0.421 0.2161
H 1.8684 1.2886 -0.0251 -1.705 1.063 0.097 0.4796
O -1.2202 -4.4042 -3.1334 -0.838 -1.043 -0.936 -0.9336
H -1.5963 -5.2664 -3.4490 0.618 1.027 0.622 0.4675
H -1.5758 -3.7966 -3.8004 0.224 0.024 0.318 0.4664
O 2.3930 -2.8636 4.0391 -0.292 0.636 1.111 -0.9635
H 2.0517 -3.4819 3.3974 0.670 -0.008 -0.508 0.4815
H 3.2765 -2.5081 3.8831 -0.379 -0.629 -0.609 0.4821
```
Positions in Å, forces in eV/Å.

Output
SMILES = C/C=C(/C)O.O.O
Highest occupied orbital energy = -7.92 eV
LUMO energy = 0.58 eV
Orbital gap = 8.5 eV



No. 6
Below is a cluster of 3 separate species, C4H12O3 in total at a distorted geometry, with properties calculated with ωB97M-V/def2-TZVPD.

```
19
Properties=species:S:1:pos:R:3:forces:R:3:nbo_charge:R:1
C -0.6475 1.4338 -0.0333 -0.160 0.498 -1.056 -0.6101
C -1.5242 0.6891 -1.0803 1.170 0.486 1.311 -0.3836
C -1.3600 -0.8211 -0.7988 -1.123 0.007 -0.771 -0.5132
C -2.1545 -1.3312 0.3673 -0.422 -0.054 0.904 0.4387
O -1.7960 -1.4905 1.5074 0.522 0.173 -0.262 -0.5162
H -0.7462 2.5150 -0.1505 -0.221 0.036 0.048 0.2047
H 0.3982 1.2454 -0.2804 0.075 -0.294 0.526 0.2018
H -0.9130 1.1857 0.9899 0.215 -0.218 0.059 0.2186
H -1.0895 0.8935 -2.0547 -0.219 0.009 -0.227 0.2070
H -2.5092 1.1460 -1.0259 -0.397 -0.639 -0.176 0.2091
H -0.2914 -1.0040 -0.7421 0.032 -0.291 0.281 0.2258
H -1.8056 -1.3926 -1.6224 0.402 0.067 -0.239 0.2171
H -3.2154 -1.5997 0.1591 0.124 0.223 -0.401 0.1001
O 2.7329 -5.1551 -0.5038 0.013 -1.425 0.952 -0.9366
H 2.0252 -4.5937 -0.7554 -0.780 0.878 -0.436 0.4680
H 3.5314 -4.8303 -0.8806 0.769 0.543 -0.513 0.4687
O 3.4104 4.1290 2.4122 0.222 0.018 -1.127 -0.9354
H 3.1914 4.4469 1.5132 0.183 -0.265 0.771 0.4680
H 2.7629 4.5338 2.9789 -0.405 0.247 0.353 0.4675
```
Positions in Å, forces in eV/Å.

Output
SMILES = CCCC=O.O.O
Highest occupied orbital energy = -9.83 eV
LUMO energy = 0.65 eV
Orbital gap = 10.5 eV



No. 7
Below is a cluster of 3 separate species, C4H12O3 in total at a distorted geometry, with properties calculated with ωB97M-V/def2-TZVPD.

```
19
Properties=species:S:1:pos:R:3:forces:R:3:nbo_charge:R:1
C 2.3667 -0.4749 -1.1630 -1.765 0.258 -2.990 -0.6029
C 1.5025 0.6991 -1.8669 0.347 -0.737 0.613 -0.3713
C 0.5048 1.4471 -0.9290 2.441 0.539 -1.839 -0.5355
C -0.4397 0.4493 -0.6635 -3.100 -2.242 3.609 0.4355
O -0.1781 -0.6091 -0.0731 -1.403 1.891 -1.466 -0.5406
H 1.8438 -1.4269 -0.8478 0.361 1.601 -0.252 0.2403
H 2.9077 0.0098 -0.4101 1.042 0.174 1.321 0.1971
H 2.9873 -0.7216 -2.0374 0.482 -0.265 0.685 0.2030
H 1.0203 0.2907 -2.7502 -0.530 -0.196 0.052 0.2010
H 2.1421 1.4475 -2.2985 0.834 0.221 0.071 0.2080
H 0.0013 2.2987 -1.3682 0.289 0.279 -0.332 0.2177
H 1.0508 1.7594 -0.0609 0.222 0.128 0.660 0.2396
H -1.5083 0.8770 -0.8332 0.785 -1.584 -0.176 0.1071
O 0.6223 -1.6224 3.6558 -2.489 -1.151 1.124 -0.9130
H 1.3661 -1.9719 3.2586 2.305 -1.821 -1.388 0.4575
H 0.8563 -0.7365 3.6587 0.164 2.967 0.265 0.4558
O -4.0423 0.4304 0.2206 -0.304 -1.394 0.636 -0.9300
H -4.3732 -0.4235 0.5858 -0.235 0.953 -0.493 0.4676
H -3.1149 0.2826 0.4112 0.555 0.377 -0.098 0.4632
```
Positions in Å, forces in eV/Å.

Output
SMILES = CCCC=O.O.O
Highest occupied orbital energy = -9.83 eV
LUMO energy = 0.61 eV
Orbital gap = 10.4 eV



No. 8
Below is a cluster of 3 separate species, C4H12O3S in total at a distorted geometry, with properties calculated with ωB97M-V/def2-TZVPD.

```
20
Properties=species:S:1:pos:R:3:forces:R:3:nbo_charge:R:1
O 2.3249 2.3567 0.7688 0.568 0.938 -2.599 -0.5282
C 2.1430 1.7572 -0.3016 -1.584 -0.114 5.915 0.4167
C 1.3954 0.5087 -0.0570 2.111 -1.164 2.596 -0.5602
C 0.0032 0.3852 0.6063 -1.352 -0.189 -0.143 -0.3918
C -0.6034 -0.7693 -0.2949 -0.305 2.162 -0.662 -0.5187
S -2.2386 -1.4305 0.1401 0.113 -0.754 0.419 -0.0395
H 2.5246 1.9953 -1.2380 0.971 0.935 -1.883 0.1312
H 2.0995 -0.0147 0.7307 -1.268 1.537 -1.267 0.3010
H 1.6382 -0.2139 -0.7802 -0.741 -0.664 -1.825 0.1941
H 0.1032 -0.0044 1.7087 -0.353 1.033 -2.124 0.2296
H -0.6957 1.3555 0.5604 1.731 -2.105 0.259 0.2194
H 0.2107 -1.4673 -0.4550 -0.586 -0.880 0.702 0.2059
H -0.6911 -0.3513 -1.3488 -0.162 -0.203 1.152 0.1878
H -2.6057 -0.7062 1.2312 0.592 -0.009 -0.511 0.1383
O 2.4734 -1.9424 0.4218 0.712 2.843 2.406 -0.9285
H 2.8476 -2.6132 0.9266 1.046 -1.896 1.411 0.4765
H 2.1820 -2.3172 -0.3370 -1.354 -1.914 -3.668 0.4639
O -2.8526 1.2554 -1.1507 2.744 1.295 2.328 -0.9184
H -1.8802 1.4646 -1.2622 -1.679 -0.285 0.410 0.4592
H -3.1114 1.1133 -2.0138 -1.203 -0.569 -2.914 0.4618
```
Positions in Å, forces in eV/Å.

Output
SMILES = O=CCCCS.O.O
Highest occupied orbital energy = -8.65 eV
LUMO energy = 0.31 eV
Orbital gap = 9.0 eV



The records above yield E_tot values of -1106.40170 -599.47600 -599.62100 -385.24037 -385.25746 -385.28952 -385.25458 -783.39608 a.u., respectively.
The records above yield energy above the lowest of the compared OMol25 structures with the same formula, charge and spin values of 24.8 111.1 20.1 36.4 40.3 20.2 42.2 56.6 kcal per mole, respectively.